(i)
Molecular formula: C44H38F6KN8O7PS3
Method: DFT, ωB97M-V/def2-TZVPD

HOMO-LUMO gap: 6.720 eV
HOMO level: -2.8 eV
E_LUMO: 3.88 eV

```
! RIJCOSX wB97M-V def2-TZVPD def2/J DEFGRID3
* xyz -2 1
C -0.97069 2.17652 6.62231
O -4.43138 3.99517 0.88507
C 2.98158 1.85469 4.89158
O 1.95459 1.02158 0.63234
H 3.42690 3.57408 2.26137
H 1.87175 6.94292 0.13202
C -1.99351 0.29044 -5.18244
H 2.10750 1.05013 -3.52669
C -0.39076 4.45969 6.16937
C -0.39922 1.79735 5.41798
C 0.02851 -5.27814 -1.47669
P 0.90005 2.11065 3.00212
C -4.56197 3.58806 -1.69066
C -1.79732 -3.73493 2.63314
N 0.97778 2.15774 -2.18632
N 0.14357 -2.57722 1.85627
O -1.86373 2.29965 0.54896
H 4.49031 1.70300 6.39818
C 1.22205 1.69021 -3.54713
H 0.38130 1.07493 -3.86444
H -2.67300 0.87892 -1.94453
C 0.41536 5.58355 0.93449
C -0.14150 3.10108 -2.19750
C 0.20551 2.73550 4.58279
C 0.19840 4.07441 4.97230
H 0.32273 5.23846 -2.41137
C 1.42408 2.90100 -4.49526
F -4.53507 1.28359 2.88677
C 0.55119 -5.40562 -3.82469
C -2.26633 0.40233 -2.82945
S -2.89700 1.32974 0.77999
C 0.20468 4.40714 1.63871
H -0.80553 4.04947 1.78949
H 2.67498 4.94476 -2.18887
C 2.78505 5.30904 1.18601
H -0.75751 -1.44476 4.89110
H 0.65405 4.81887 4.33171
O -6.40194 2.82330 -0.03599
C 0.83082 -6.75744 -3.64598
H 0.92303 -8.41328 -2.28919
H -0.78182 -1.38258 -5.79839
C 2.57505 4.13603 1.89938
H 0.63519 -4.91693 -4.78662
H -1.43447 1.43084 7.25577
N -0.53191 -3.01031 -1.23384
H 1.15352 -7.35975 -4.48759
H -1.00972 2.59595 -2.61254
H 5.38613 -0.02310 2.58125
N -0.37337 -2.53545 -3.61166
C 2.54875 3.98624 -2.69948
H -2.59884 -3.10707 4.51335
C -1.02292 -1.32454 -3.67071
F -2.54240 0.54302 3.26309
F -5.04303 2.76132 -2.62328
H -0.43156 0.76016 5.10489
C 2.16540 2.86562 -1.69917
F -3.24504 3.69006 -1.86287
H 2.33940 2.79887 -5.08578
H 0.93526 -1.14139 3.07919
C 4.21778 1.46496 5.37692
H -0.43628 6.13221 0.55092
H 3.79791 5.64453 0.99714
H -1.43044 3.81376 7.93317
C -0.27021 -3.25996 -2.53159
H 0.18675 -7.06358 -0.30523
F -2.87935 2.66341 3.08199
C -1.81513 -2.96903 3.77724
C 0.15545 -4.68461 -2.71522
H 2.97773 2.14948 -1.55759
C 0.13634 -1.87186 2.98603
H 1.93047 3.26545 -0.71197
C 0.70104 -7.35733 -2.39441
S 3.17196 0.34017 1.06380
C 0.22634 4.34950 -3.04076
C 1.28328 3.67219 2.13030
C -3.23897 1.47328 2.61204
C 0.29300 -6.61984 -1.28652
C 2.57304 1.56910 3.58126
C 4.71704 0.49943 3.25139
O 4.36759 0.75962 0.35622
H -2.53608 -4.50073 2.44124
C -0.39668 -4.18419 -0.54875
H -3.18899 1.79519 -4.16950
H 3.48845 3.75999 -3.21167
N -0.60362 -4.46604 0.68763
C 1.70717 6.03646 0.70268
F -5.10425 4.79736 -1.89808
K -0.05767 -0.25534 0.12074
N 1.50848 4.14511 -3.72432
N -1.50413 -0.66678 -2.60882
O -2.53845 -0.04535 0.58703
S -4.98188 2.99816 0.01019
H -2.16235 0.66856 -6.18483
O 2.99098 -1.09248 1.19479
N -4.27189 1.59669 0.07479
H -0.39675 5.50556 6.45133
H 2.31955 2.39715 5.55283
C -0.80649 -2.03308 3.98496
H 6.07209 0.47499 4.90784
C 3.46739 0.87432 2.76323
C 5.09762 0.78237 4.54855
C -0.76994 -3.53697 1.69448
H -0.37724 3.36826 -1.16926
C -0.97058 3.51193 7.00027
H 0.58839 2.99758 -5.19471
C -1.22583 -0.83100 -4.98068
C -2.55777 0.92304 -4.07813
H -0.53741 4.55945 -3.79525
*
```

(ii)
Molecular formula: C44H38F6KN8O7PS3
Method: DFT, ωB97M-V/def2-TZVPD

HOMO-LUMO gap: 6.668 eV
HOMO level: -2.8 eV
E_LUMO: 3.92 eV

```
! RIJCOSX wB97M-V def2-TZVPD def2/J DEFGRID3
* xyz -2 1
H -0.66342 -5.24400 2.71044
H -3.18950 -2.26636 1.13405
C 2.74637 -1.89967 -3.23818
C 0.30872 1.84075 2.91887
O 3.45334 0.74364 2.30548
C 3.77602 1.94733 -5.43866
H -3.30298 -2.36542 4.09570
H 3.68254 -0.16088 -5.06480
N -2.33930 -4.21717 -2.27657
C -2.37099 2.16911 -2.78817
C -0.97266 -3.58027 1.30586
C -0.20670 1.88369 -4.46800
N -1.90471 -3.82147 3.59467
H 0.04346 -3.61560 4.30445
C 5.57531 -0.02667 0.66952
C 6.73152 -0.31276 -0.03347
C 3.51773 0.82830 -4.65623
H 3.83667 -5.11509 -3.21443
C -2.16852 3.09041 -3.83215
S -2.42606 -2.64736 -2.13033
N -2.86015 1.69706 0.16201
C 3.56872 3.22023 -4.92684
C -3.02629 -2.95049 3.21432
C -6.16232 1.66412 1.82697
F 0.95631 -6.18116 -2.59006
K -0.28419 -0.23677 -0.21469
H 4.01023 -3.02615 -1.92259
C -0.58334 1.19412 5.02124
H -1.51439 -3.75225 0.37756
C -1.82464 1.16747 4.42794
H -8.48751 2.17372 -0.60233
H 5.60320 0.24109 1.71606
H -1.11650 -2.45656 4.96226
C 1.83622 -3.15002 -5.10058
C -7.50732 2.05420 -0.15505
H 7.56461 -0.84452 -1.94542
H -2.72190 0.91388 4.97753
C -1.95813 1.48305 3.05947
C 2.82403 2.25791 -2.85358
F -0.36313 -5.97751 -0.88525
O -3.53870 -2.34180 -1.28386
O 2.20088 1.41448 0.32219
H -2.89791 3.87723 -3.96977
O -1.85383 -6.35651 -3.39186
H -0.91132 3.65388 -5.47084
C -3.57915 1.61264 1.31076
C -2.62640 -2.02603 2.03540
H 0.64677 -2.01420 2.68776
H -8.30852 1.77530 1.81575
C 4.25312 -0.40604 -1.31303
F 0.70166 -4.25323 -1.64796
H 1.17120 -3.19969 -5.95260
H 2.92886 4.36301 -3.22452
H -2.81365 -0.97923 2.27407
C -6.36866 2.12303 -0.95495
C -1.07960 2.95105 -4.66197
S -1.33264 -5.04146 -3.15013
H 2.44534 2.36486 -1.84239
O 2.07351 -0.86366 1.08163
H 0.09318 -3.70017 1.10108
C -0.79974 -2.96728 4.04855
H 5.37783 -0.91161 -3.06770
C 1.93746 -1.97649 -4.37547
N -3.24945 1.47305 2.56390
N -0.88508 1.79382 2.31758
H 0.65950 1.72740 -5.09808
N -3.56295 2.24967 -2.09768
F -1.92578 -1.68257 -4.57851
C -5.14769 1.95240 -0.33575
O -1.17316 -1.98148 -1.88895
C 0.06974 -5.36741 -1.99748
H 1.14410 2.12276 2.29104
H -6.42395 2.29543 -2.02241
O -0.75018 -4.32663 -4.25375
C -7.40486 1.82744 1.21890
C 0.52198 1.54993 4.25352
H -2.29743 -5.16145 2.04842
P 2.62942 -0.39292 -2.19065
H 0.15956 0.18092 -3.20756
H 4.14187 1.82272 -6.45132
H 2.42302 -5.20711 -5.24530
H 3.76684 4.09097 -5.54073
H -3.87934 -3.58054 2.94947
F -3.71018 -0.92357 -3.63028
C 3.03084 0.97252 -3.36105
C 3.41964 -3.04899 -2.82946
N -1.50157 1.17854 -2.56847
H -6.05997 1.48882 2.89055
H -0.47204 0.93897 6.06939
C 6.66194 -0.63171 -1.38467
C 3.31854 -4.22720 -3.55696
N -1.19887 -2.19621 1.73289
H 1.52525 1.57773 4.65669
H 1.35556 -1.11472 -4.68388
S 2.88167 0.34732 1.02851
C 5.43226 -0.67036 -2.01293
F -3.69118 -2.92715 -4.45112
H -0.60782 -0.92761 3.27114
C -5.04610 1.72714 1.01856
C -0.47551 1.03823 -3.40785
C -2.95893 -2.00873 -3.81042
H 7.69085 -0.27852 0.46945
C 2.53330 -4.28018 -4.69662
C -0.41226 -1.94916 2.94691
C 4.33385 -0.06749 0.03528
C 3.10179 3.37275 -3.62745
C -1.45962 -4.55851 2.40712
C -3.74457 1.95099 -0.85298
*
```

The structure with the most favorable energy is (ii); the runner-up is 9.9 kcal/mol above it.

(i)
Molecular formula: CH3F2OP
Method: DFT, ωB97M-V/def2-TZVPD

HOMO-LUMO gap (spin up / spin down): 9.324 / 7.266 eV
HOMO level (spin up / spin down): -10.0 / -8.1 eV
E_LUMO (spin up / spin down): -0.63 / -0.84 eV

```
! RIJCOSX wB97M-V def2-TZVPD def2/J DEFGRID3
* xyz 0 1
H -0.08817 1.00172 -0.99388
H 1.92220 0.56221 0.83301
H -2.28709 -0.26705 0.99819
F 3.25949 -0.95900 0.42144
F 1.78111 0.03809 -1.01029
O -1.00964 0.98102 -0.55764
C 2.02287 -0.31924 0.31364
P -1.53962 -0.55055 -0.14819
*
```

(ii)
Molecular formula: CH3F2OP
Method: DFT, ωB97M-V/def2-TZVPD

HOMO-LUMO gap (spin up / spin down): 6.609 / 6.611 eV
HOMO level (spin up / spin down): -8.7 / -8.7 eV
E_LUMO (spin up / spin down): -2.08 / -2.08 eV

```
! RIJCOSX wB97M-V def2-TZVPD def2/J DEFGRID3
* xyz 0 1
H -1.83939 0.60540 0.80556
O -0.88807 0.54376 -0.86345
F -3.66613 2.21593 -0.70049
C -0.90606 0.20158 0.44988
H 0.01999 0.57630 1.07639
P -2.38061 2.81429 -1.40643
H -0.74433 -0.94960 0.39560
F -1.97519 3.49303 -0.02703
*
```

The structure with the most favorable energy is (ii); the runner-up is 28.6 kcal/mol above it.

(i)
Molecular formula: H39O20
Method: DFT, ωB97M-V/def2-TZVPD

HOMO-LUMO gap: 8.915 eV
HOMO level: -7.3 eV
E_LUMO: 1.61 eV

```
! RIJCOSX wB97M-V def2-TZVPD def2/J DEFGRID3
* xyz -1 1
O -1.94848 0.10606 -2.25475
H -2.40634 -2.35247 0.78963
H -1.31745 1.54474 3.10883
H -1.82731 -3.11402 -4.25946
O -3.25853 -2.69189 4.17634
H -3.94811 3.47689 -2.14663
H -2.50288 -0.09076 -1.48385
H 3.23337 2.03972 -3.17483
O 0.68865 -1.39719 1.63756
O -3.77291 3.82651 1.43260
H 0.64878 1.19457 -5.67399
O 3.91082 2.73092 -3.22237
H -2.82738 -2.00084 3.66943
H 2.09766 -4.71813 2.84418
H 3.30006 3.47511 -3.24933
H -0.28112 0.46510 3.47963
O 2.63373 -1.95840 -0.14695
H -0.12315 -1.83478 2.55097
H 4.25854 -2.06204 1.89861
O -1.43379 -3.57506 -3.52198
H 2.38375 1.51986 2.09057
H 2.13951 -0.41718 1.79138
H 3.26657 -0.10526 0.97283
H 1.08956 2.13498 2.35128
H 0.91861 4.03260 3.13056
H -0.43115 0.67031 -1.62578
O -0.48468 1.16626 2.85074
H -1.89199 -1.29447 1.48572
H 5.34693 -1.49766 2.65150
O -1.12084 -2.37521 2.96538
H -1.66170 1.54987 -5.12436
H 0.98871 -3.86882 2.38182
O 0.62948 4.50435 3.91089
O 5.12757 -2.32394 2.21897
H -0.50764 -3.34955 -3.36408
H 2.05435 -1.80343 -1.85104
H -0.11571 -1.46376 1.12391
H -2.56838 2.70547 -4.55460
H 0.23834 4.10849 4.67414
H -0.89170 -3.27827 2.72102
O 1.70637 -1.95122 -2.75410
O -3.92685 2.51069 -2.25028
H -3.31633 2.98920 1.28791
O -2.57436 -1.40112 0.79903
O -2.53270 1.76996 -4.76115
O 1.92350 2.37312 1.92066
H 1.89982 -1.73024 0.45816
O 0.12763 2.00629 -5.60688
H 0.07779 2.05614 -4.63667
O 1.74809 -4.34884 2.03535
O 0.40311 1.18233 -1.74168
H -2.35311 0.90447 -2.62289
H -4.80921 2.45180 -1.86448
O 3.08537 -0.13803 1.91849
H 3.09718 -2.78186 -0.02755
H 1.13707 -1.18819 -2.89502
H -2.52748 -3.30851 4.19889
H 1.10375 0.76403 -1.25309
H -3.90346 4.16128 0.54079
*
```

(ii)
Molecular formula: H39O20
Method: DFT, ωB97M-V/def2-TZVPD

HOMO-LUMO gap: 8.212 eV
HOMO level: -6.2 eV
E_LUMO: 2.03 eV

```
! RIJCOSX wB97M-V def2-TZVPD def2/J DEFGRID3
* xyz -1 1
H 1.55588 -3.20289 -2.01346
H 1.17922 2.26509 2.05069
O 1.26321 1.52239 1.45545
H 2.98973 0.02562 -4.56592
O 1.04998 1.93428 5.73259
H 1.21061 2.07087 -3.67364
O 4.15146 1.42198 0.60777
O 0.07258 -3.01359 -2.53040
O 1.65263 2.94776 -1.38307
O -5.44901 -0.74657 -0.41596
H 2.53171 -1.69699 4.74586
H 1.17615 4.21551 1.88459
H -4.64880 -0.95691 -1.02564
H -2.72637 -1.85035 -0.70353
O -1.21300 0.85566 0.54210
H -1.67937 -0.95211 2.63682
H -2.06858 1.66204 -1.70277
H 0.53097 0.63608 -3.80476
H -3.41054 0.80806 -2.61285
H 1.50578 2.03470 4.91118
H 0.92545 3.47950 -1.02518
H -0.14242 -2.95208 -3.45647
H -2.15912 -1.78774 3.68789
O -3.44112 -1.77259 -2.88459
H -2.89580 -2.56894 -2.84326
H -4.93674 -0.72325 0.38434
O 0.93349 4.74319 1.13859
H -2.11785 3.32637 -1.47066
H 1.14516 2.12245 -1.25427
H 1.37746 -2.72399 4.79801
H -2.73374 -1.05174 -2.77012
H -1.45635 -5.13240 -1.56764
H -1.74515 1.62938 0.20203
H -2.40255 -3.99268 -1.11350
O 1.10110 1.19888 -3.27376
H 3.38609 1.24296 1.13607
H 0.34803 1.43591 1.09117
H 5.07967 -1.14194 1.51925
O -1.82500 -2.10995 -0.88757
O 3.14714 0.87099 -5.01002
O -2.43362 -1.51726 2.82229
H 4.02664 -1.87162 2.14836
O -2.16093 -4.91962 -0.93721
H -1.54835 1.73650 2.62726
O 4.77196 -1.32768 2.41717
H 3.95582 1.01008 -4.47872
H 1.21499 4.56289 0.24522
H 0.11184 2.03994 5.65216
O -2.76446 0.43030 -1.97015
H -0.73136 -3.02364 -2.01980
H -1.60216 2.77244 3.77635
H -1.33899 -1.57228 -0.23531
H 4.03164 1.45193 -0.33134
O -1.67391 2.51103 -1.25432
O 2.48455 -3.34844 -1.67930
H 2.49312 -2.87507 -0.86624
H -0.95143 0.34016 -0.20379
O -1.25171 1.93561 3.49871
O 2.10438 -2.40826 4.25332
*
```

The structure with the most favorable energy is (i); the runner-up is 25.5 kcal/mol above it.